Record 1
The following is a DFT calculation (ωB97M-V/def2-TZVPD) of a 3-piece molecular cluster, C21H44FN2P overall.

The geometry in ORCA input format:
```
! RIJCOSX wB97M-V def2-TZVPD def2/J DEFGRID3
* xyz 0 1
F 4.39070 0.70877 1.57780
C 3.38979 0.43785 0.56383
C 3.13572 1.81571 -0.23342
C 2.20245 2.86186 0.59887
P 0.43250 2.15206 0.64050
C -1.28253 1.26034 0.51860
C -2.41279 2.02949 -0.20728
C -3.78407 1.31025 -0.35773
C -3.91232 -0.12112 0.22676
C -2.77607 -0.87853 0.97035
C -1.40535 -0.16395 1.11862
H 3.74901 -0.36423 -0.18507
H 2.44200 0.00457 1.03967
H 4.13265 2.30439 -0.55352
H 2.63277 1.50173 -1.22932
H 2.62739 3.06051 1.65192
H 2.15317 3.84345 -0.01457
H 0.55433 1.91945 -0.78581
H 0.76313 1.20499 1.66773
H -0.16529 3.38937 1.04618
H -2.18823 3.07571 -0.62692
H -4.60288 1.86295 -0.92038
H -4.90100 -0.66465 0.09717
H -2.89440 -1.94838 1.37852
H -0.51794 -0.66289 1.64257
C 1.31308 3.07919 -8.05928
C 0.90812 2.43960 -6.73520
N 1.92477 2.53693 -5.69292
C 1.62919 1.70969 -4.52372
C 0.39099 2.05962 -3.69875
C 2.41212 3.87998 -5.39268
C 1.38917 4.92164 -4.94046
H 2.24275 2.64665 -8.43958
H 0.53239 2.90685 -8.80499
H 1.44149 4.16036 -7.97013
H 0.71883 1.38051 -6.94016
H -0.04585 2.87331 -6.41454
H 2.50099 1.69589 -3.86218
H 1.52322 0.67257 -4.86491
H 0.56076 2.93604 -3.07029
H 0.15142 1.23135 -3.02485
H -0.48974 2.23882 -4.31825
H 2.91906 4.26606 -6.28325
H 3.20767 3.81697 -4.64216
H 0.46737 4.88812 -5.52464
H 1.81082 5.92419 -5.05504
H 1.13668 4.80433 -3.88560
C 0.13535 -2.43370 4.83131
C -1.24053 -3.02902 5.11123
N -1.53933 -4.22664 4.33267
C -2.94101 -4.63549 4.42355
C -3.46406 -5.08660 5.78697
C -0.57017 -5.31457 4.42806
C -0.28890 -5.89503 5.81357
H 0.25536 -2.19711 3.77008
H 0.25765 -1.50687 5.39811
H 0.94238 -3.10525 5.13294
H -1.97620 -2.25718 4.86059
H -1.33026 -3.21107 6.18807
H -3.13367 -5.42693 3.69304
H -3.55836 -3.79247 4.08913
H -3.12567 -6.09404 6.03494
H -4.55751 -5.11799 5.76951
H -3.17155 -4.41136 6.59322
H 0.37841 -4.96443 4.00753
H -0.87181 -6.12769 3.75888
H -0.19077 -5.12468 6.58106
H 0.64992 -6.45552 5.79312
H -1.06729 -6.59471 6.12092
*
```

Output
Molar mass (g/mol): 374.6
HOMO level (eV): -8.198
SMILES: FCCC[PH3]c1ccccc1.CCN(CC)CC.CCN(CC)CC
LUMO level (Ha): 0.0194
DFT total energy (eV): -37469.79449

Atomic partial charges in e from the Mulliken method, atoms 1 to 6: -0.32, -0.06, -0.19, -0.74, 0.26, 0.34

Record 2
The following is a DFT calculation (ωB97M-V/def2-TZVPD) of C21H45AuOP3S as an isolated structure.

The geometry in ORCA input format:
```
! RIJCOSX wB97M-V def2-TZVPD def2/J DEFGRID3
* xyz 3 3
Au -0.10284 0.66082 0.42234
P -0.88515 2.47753 1.86515
P -2.21630 -0.38872 0.24574
P 2.13764 1.29406 0.22664
H 1.62284 -1.12848 -5.63224
C 2.63985 -1.20126 -5.22706
C 2.69718 -2.10461 -4.00317
H 2.96779 -3.10930 -4.42575
C -1.25664 3.96309 0.88232
C -2.38360 2.14570 2.82833
C 0.33006 2.95716 3.11862
C -2.21016 -1.78607 -0.90273
C -2.94884 -1.10287 1.76040
C -3.46731 0.71909 -0.49550
C 3.05414 0.43943 -1.08262
C 3.08627 1.03002 1.74303
C 2.27368 3.06750 -0.16702
H 3.23723 -1.68979 -6.01271
H 3.50262 -1.82108 -3.29749
H -1.61464 4.76128 1.55051
H -2.03809 3.72942 0.14337
H -0.35689 4.30311 0.34940
H -2.57413 3.00542 3.48622
H -2.23262 1.25538 3.45153
H -3.25579 1.99738 2.18023
H -0.15469 3.63204 3.83753
H 1.18583 3.47433 2.67060
H 0.67749 2.06043 3.64717
H -3.03682 -2.47194 -0.67150
H -1.25745 -2.32324 -0.83459
H -2.32916 -1.42528 -1.93143
H -3.41998 -0.33884 2.38754
H -2.16589 -1.60065 2.34444
H -3.70306 -1.85008 1.47917
H -4.46649 0.27073 -0.42893
H -3.21168 0.85640 -1.55265
H -3.48341 1.70165 -0.01335
H 4.13041 0.63788 -0.97403
H 2.71374 0.78445 -2.06839
H 2.88444 -0.64264 -1.01673
H 4.13433 1.29685 1.57101
H 3.03013 -0.02175 2.03832
H 2.68880 1.63435 2.56285
H 3.33366 3.33749 -0.26887
H 1.82448 3.69199 0.61573
H 1.75176 3.26446 -1.11325
C -0.10747 -1.90242 -3.86156
C 0.04761 -0.52810 -4.03572
C -1.06458 0.27264 -4.32243
C -2.24665 -0.34357 -4.74048
C -2.32313 -1.75283 -4.78707
C -1.30684 -2.52977 -4.24765
S 1.22932 -2.64795 -3.08305
H 1.09352 -0.20486 -4.06422
H 3.10423 -0.21615 -5.10630
H -0.99680 1.36103 -4.24517
H -3.07944 0.25969 -5.11535
H -3.15783 -2.26813 -5.26462
H -1.38009 -3.60922 -4.13291
C 0.64158 -2.11033 5.06109
C 1.29176 -2.86502 3.88564
C 0.96330 -2.03549 2.64377
O 0.38806 -0.76521 3.05827
C -0.01614 -0.87775 4.43708
H -0.10230 -2.73579 5.55952
H 1.39552 -1.80844 5.79465
H 0.88706 -3.87394 3.78834
H 2.37289 -2.92660 4.02385
H 1.85263 -1.84227 2.02196
H 0.23520 -2.57336 2.01109
H -1.11571 -0.96929 4.47755
H 0.26159 0.05032 4.95559
*
```

Output
Molar mass (g/mol): 635.5
HOMO level (spin up / spin down) (eV): -16.819 / -17.304
LUMO level (spin up / spin down) (Ha): -0.2959 / -0.4286
Energy above the lowest of the compared OMol25 structures with the same formula, charge and spin (kJ/mol): 0.0
DFT total energy (eV): -66922.96533

Atomic partial charges in e from the Mulliken method, atoms 1 to 6: 0.58, 0.33, 0.55, 0.56, 0.48, -1.21

Record 3
The following is a DFT calculation (ωB97M-V/def2-TZVPD) of a 5-piece molecular cluster, C21H45BCl8IN3O6P overall.

The geometry in ORCA input format:
```
! RIJCOSX wB97M-V def2-TZVPD def2/J DEFGRID3
* xyz 1 1
C 0.32005 6.88906 -0.05671
C 1.01702 5.61247 0.44657
O 0.30728 5.03242 1.52069
C 1.16555 4.61770 -0.75203
O 0.17912 3.59174 -0.72723
C 0.61354 2.30096 -0.41046
C -0.69857 1.51297 -0.23270
O -1.25873 1.81116 1.03259
N -2.66726 2.25098 0.85465
O -2.72595 3.40249 0.85049
C 1.43041 2.21168 0.87279
C 1.94378 0.78032 1.21125
C 0.94166 -0.06065 2.02139
C 0.45823 0.63687 3.30783
C 1.61969 0.91896 4.25601
I -0.86963 -0.70597 4.36127
C 2.54508 0.07755 -0.03982
P 2.77931 -1.73611 0.21828
N 1.42052 -2.52752 0.16870
C 1.85060 0.33152 -1.38474
C 2.84600 0.02127 -2.53155
N 1.41628 1.75620 -1.56282
B 0.63923 1.85014 -2.90529
O -0.32350 0.94722 -3.21430
O 0.93415 2.88830 -3.73925
H 1.01221 7.55554 -0.57281
H -0.20011 7.40968 0.74679
H -0.41592 6.58751 -0.81128
H 2.02202 5.88785 0.77577
H -0.62259 5.23547 1.37062
H 2.20396 4.26903 -0.77212
H 1.01066 5.18129 -1.67455
H -1.43237 1.82223 -0.98525
H -0.57492 0.43339 -0.34522
H 0.86930 2.63787 1.69774
H 2.34305 2.81771 0.81318
H 2.79242 0.95865 1.87078
H 0.04636 -0.35387 1.47326
H 1.39183 -0.99456 2.37149
H -0.11682 1.53356 3.10270
H 1.29253 1.33288 5.21002
H 2.34918 1.61012 3.81995
H 2.15586 -0.00691 4.48239
H 3.56733 0.48195 -0.14279
H 3.42065 -1.79238 1.47453
H 3.75000 -2.17591 -0.70807
H 1.48963 -3.23237 -0.56152
H 1.03781 -0.38656 -1.50379
H 3.62016 -0.67132 -2.20705
H 2.35547 -0.46707 -3.37639
H 3.38752 0.91821 -2.85574
H 2.26852 2.29695 -1.72554
H -1.17529 1.40690 -3.25902
H 1.82988 2.87045 -4.09735
Cl -4.73031 0.81470 1.43232
C -6.00553 0.00333 0.48140
C -5.88377 -1.49584 0.55548
Cl -4.42330 -2.07788 -0.29284
H -5.93521 0.35726 -0.54425
H -6.96478 0.31925 0.88837
H -6.74128 -1.96277 0.07347
H -5.83732 -1.84352 1.58422
Cl 4.77880 2.76864 2.61938
C 5.44562 2.95487 4.26761
C 6.32565 1.79346 4.64877
Cl 5.39079 0.29067 4.85765
H 4.61075 3.06777 4.95482
H 6.02308 3.87739 4.27424
H 6.81375 2.00235 5.59910
H 7.09277 1.61157 3.90026
Cl -3.79926 -8.28558 -1.19382
C -3.87875 -6.50719 -1.11523
C -4.95511 -6.02692 -0.17741
Cl -6.59228 -6.36760 -0.79893
H -4.03223 -6.13443 -2.12327
H -2.90643 -6.16213 -0.76610
H -4.87850 -4.94798 -0.06247
H -4.86606 -6.48750 0.80357
Cl -1.48818 -6.25100 -3.84047
C -2.00348 -7.58697 -4.90766
C -3.31497 -7.29326 -5.58993
Cl -4.67567 -7.28511 -4.44206
H -2.06009 -8.49198 -4.30777
H -1.22116 -7.71509 -5.65401
H -3.52596 -8.06606 -6.32743
H -3.29364 -6.33165 -6.09707
*
```

Output
Molar mass (g/mol): 887.9
HOMO level (eV): -11.058
LUMO level (Ha): -0.1116
Energy above the lowest of the compared OMol25 structures with the same formula, charge and spin (kJ/mol): 0.0
DFT total energy (eV): -157500.41511

Atomic partial charges in e from the Mulliken method, atoms 1 to 6: -1.56, 0.22, -0.47, -0.78, -0.39, 0.96

Values of F_max, in order: 4.55, 1.42, 2.03, all in eV/A.